1.
{
  "formula": "C47H54N5S2SbSeSi3Zr",
  "method": "ωB97M-V/def2-TZVPD",
  "gap_ev": 6.192,
  "charge": 2,
  "largest_force_ha_per_bohr": 0.0225,
  "lumo_energy_ev": -6.38,
  "e_above_lowest_kj_mol": 70.8,
  "homo_energy_ev": -12.57,
  "species": ["Si", "C", "Zr", "C", "C", "H", "H", "C", "C", "C", "H", "S", "Si", "C", "H", "H", "H", "C", "H", "H", "H", "C", "H", "H", "C", "H", "C", "C", "C", "H", "H", "C", "C", "C", "H", "C", "H", "C", "C", "Si", "C", "H", "S", "H", "H", "C", "H", "N", "C", "Se", "C", "N", "H", "C", "H", "H", "C", "H", "C", "C", "C", "C", "H", "N", "H", "C", "H", "H", "N", "C", "C", "H", "H", "H", "H", "C", "H", "H", "H", "H", "C", "H", "H", "N", "C", "C", "C", "H", "C", "H", "C", "H", "C", "H", "C", "H", "H", "H", "H", "H", "C", "H", "C", "H", "Sb", "C", "H", "C", "H", "C", "H", "H", "C", "H"],
  "coordinates": [[2.61340, 4.37900, -1.29920], [1.29590, 2.94680, -1.66930], [0.27860, -0.30250, 0.28590], [0.31340, 1.32880, 6.01730], [-4.28300, 0.58910, -0.44250], [3.20280, 5.13570, -3.62790], [-0.43620, -7.76450, 0.18660], [2.36340, 1.28650, 2.20220], [-1.69930, -2.69960, -0.16340], [5.06730, 1.32780, 2.06060], [4.65810, 0.28450, -2.50850], [-4.51350, 3.37340, -0.45410], [3.41700, -1.57980, -0.27390], [-2.88230, 0.68930, -0.55540], [1.66260, -9.25360, 0.14340], [-1.90340, 2.77800, -2.74600], [-6.21550, 5.07840, -0.22120], [3.05730, 0.74860, 1.10830], [-1.10410, 1.27860, 1.83820], [-5.57390, -3.22710, -0.19510], [-1.85180, -6.07570, 0.18710], [0.31570, -1.31900, 5.45830], [0.32500, -2.38190, 5.27190], [3.86660, -7.82470, 0.20740], [-6.49590, 1.75370, -0.20430], [2.85990, 3.69250, 1.10610], [-1.15530, 2.22550, -3.30820], [5.25200, -1.68400, -0.79010], [-2.26820, -3.99510, -0.05960], [2.55860, 2.24650, 4.10760], [-0.78720, 5.41600, -3.42830], [-4.81710, -0.69110, -0.33760], [3.54460, 3.90140, 0.28790], [2.85780, -7.46370, 0.21980], [6.14400, 1.31710, 1.95730], [-0.05090, -4.90290, 0.19190], [4.27970, 3.83750, -3.16550], [0.06540, 0.93570, 4.70800], [0.25300, 2.98640, -0.65120], [0.47780, 3.21230, -3.44350], [0.07050, -0.42090, 4.43050], [2.67120, 6.78780, -0.82250], [2.58530, -5.78000, 0.26900], [5.71040, -2.56950, -0.35530], [1.66300, 1.40640, -4.77050], [1.69730, -8.17960, 0.18560], [1.27280, 1.23030, 2.23970], [4.39350, 0.78390, 1.06260], [2.39930, -0.01160, 0.04490], [-0.39870, -1.15670, 2.68090], [0.53240, -0.80800, 6.73130], [-0.35860, -2.50620, -0.03510], [1.29710, 6.11670, 0.01580], [3.07500, 1.84850, 3.24700], [0.70620, -1.46700, 7.57200], [1.45340, -3.37460, 0.36300], [1.55150, 2.48480, -4.83400], [4.18860, 3.03820, 0.16980], [0.55890, -7.36180, 0.20810], [-0.50650, 4.17390, -0.51760], [0.85530, -6.01530, 0.25060], [2.46040, -2.43350, -1.72530], [-8.07880, 3.24630, 0.00550], [-2.03780, -0.33010, -0.47710], [-1.56970, 2.05000, -4.29420], [1.84640, 6.08800, -0.91930], [5.37920, -1.76490, -1.86560], [1.20240, 6.47980, -1.69820], [0.53380, 0.48220, 7.00160], [-7.03210, 3.04560, -0.12710], [-0.90610, 2.13640, 1.18540], [2.58180, -3.50930, -1.68760], [-1.01150, 1.25000, -2.83280], [-2.24350, 3.39800, 2.26310], [-4.07610, -5.17660, -0.03420], [-2.56780, -1.57460, -0.32610], [0.32330, 2.37760, 6.28360], [5.81620, -0.82680, -0.43750], [-2.46450, 1.67730, -0.71800], [-5.87930, -0.85260, -0.26830], [-1.57040, 3.31100, 1.42620], [3.32710, -3.40450, 1.52250], [-0.13320, 1.68150, 3.95090], [-0.01110, 1.94270, 0.17830], [-6.08410, 4.01550, -0.24110], [4.46140, 1.87290, 3.18110], [-1.38700, 4.35520, 0.51260], [-0.09560, 5.04440, -4.98230], [-4.50210, -3.11030, -0.20320], [1.08570, 2.70540, -5.78800], [0.09390, 5.01320, -3.91500], [-1.93270, 5.27930, 0.61800], [3.24310, -2.32400, 1.48730], [4.64300, 1.79120, -1.57360], [-5.13260, 1.74400, -0.38850], [4.17210, 4.73070, 0.59590], [4.23770, 1.78810, -3.31920], [1.38590, -2.20960, -1.75830], [4.49120, 5.42790, -2.48870], [5.04860, 2.29240, 3.97840], [-3.97020, -1.79220, -0.30040], [4.04340, -1.93640, 2.11040], [0.40550, -3.56800, 0.18210], [2.30320, -2.01570, 1.96040], [2.08160, 0.88560, -1.93020], [4.16640, 1.24480, -2.38510], [2.88360, -2.10480, -2.67200], [-1.42590, -5.09020, 0.10160], [2.54310, 2.91900, -4.85930], [-3.68170, -4.17520, -0.10790], [-7.10060, 0.86890, -0.11410], [0.92290, 5.68350, -3.72480], [3.74550, 4.70110, -2.79530], [-0.36840, 4.94950, -1.24780]],
  "forces_ev_per_angstrom": [[0.272, 0.240, 0.258], [0.806, 0.098, -0.744], [-0.022, -0.141, 1.133], [-0.100, 0.242, -0.367], [0.293, -1.043, 0.051], [-0.175, 0.104, -0.133], [-0.252, -0.026, -0.025], [0.132, -0.156, -0.296], [-0.433, -0.568, 0.037], [0.116, 0.168, 0.306], [-0.062, -0.079, 0.049], [-0.525, -0.487, -0.012], [0.296, -0.953, 0.073], [-0.192, 0.266, -0.132], [0.026, -0.145, 0.012], [-0.114, 0.133, 0.126], [-0.087, 0.252, 0.003], [0.254, 0.419, 1.048], [0.067, 0.207, -0.173], [-0.133, -0.048, -0.032], [-0.078, -0.156, -0.090], [-0.045, -0.051, -0.275], [0.000, -0.088, 0.058], [0.207, -0.156, 0.020], [0.631, -0.153, -0.104], [-0.164, 0.015, 0.033], [0.609, 0.263, -0.056], [-0.577, 0.370, 0.114], [0.325, 0.512, -0.068], [-0.032, 0.034, 0.086], [-0.183, 0.041, 0.163], [0.571, 0.524, -0.083], [-0.253, 0.173, -0.773], [-0.140, 0.133, -0.045], [0.111, 0.038, 0.066], [-0.786, 0.604, -0.136], [0.116, -0.184, -0.036], [-0.019, 0.010, -0.010], [-0.275, 0.215, 0.090], [-0.501, -0.126, -0.219], [-0.053, 0.098, -0.531], [0.275, 0.057, 0.017], [-0.572, -0.396, -0.020], [-0.120, -0.196, 0.151], [-0.037, -0.196, -0.038], [0.480, -0.034, 0.057], [0.363, 0.089, 0.183], [-0.135, -0.217, -0.316], [-0.489, 0.155, -0.838], [0.161, -0.129, 0.233], [0.003, -0.365, -0.130], [-0.470, -0.073, -0.031], [-0.050, -0.037, 0.196], [0.041, -0.032, -0.018], [0.026, -0.123, -0.029], [-0.070, -0.007, -0.064], [-0.193, 0.149, 0.725], [0.068, -0.104, -0.065], [0.004, 0.732, 0.034], [-0.049, -0.287, 0.121], [0.910, -0.678, 0.078], [0.108, 0.395, 0.660], [-0.181, 0.105, 0.040], [-0.024, -0.236, 0.003], [-0.087, -0.059, -0.262], [0.033, -0.674, -0.136], [-0.055, 0.000, -0.188], [-0.120, 0.050, -0.177], [0.134, 0.221, 0.584], [-0.010, 0.460, -0.004], [-0.367, 0.319, 0.515], [0.034, -0.327, -0.039], [0.036, 0.038, -0.050], [-0.067, -0.046, 0.076], [-0.037, -0.105, 0.002], [-0.565, -0.156, -0.119], [-0.024, 0.124, -0.044], [0.018, 0.095, 0.046], [0.144, -0.159, 0.024], [-0.159, 0.010, -0.017], [0.224, -0.182, -0.135], [0.024, -0.221, 0.026], [-0.026, 0.037, -0.014], [-0.450, 0.312, -0.132], [0.115, -0.086, -0.064], [-0.237, -0.024, -0.081], [0.094, -0.296, 0.165], [-0.060, -0.075, -0.273], [0.169, -0.395, 0.065], [-0.205, 0.077, -0.174], [0.200, -0.619, 0.321], [-0.066, 0.118, -0.011], [-0.049, 0.094, -0.587], [-0.135, -0.039, 0.018], [-0.460, 0.916, 0.049], [0.129, 0.261, 0.023], [-0.079, 0.047, -0.101], [0.268, -0.116, -0.142], [0.127, 0.181, 0.127], [0.121, 0.069, 0.125], [0.647, 0.216, -0.044], [0.222, 0.160, 0.034], [0.160, -0.353, -0.023], [0.148, -0.163, -0.037], [0.331, 0.617, -0.135], [-0.276, -0.167, -0.040], [0.080, 0.106, -0.139], [0.676, 0.362, 0.134], [0.274, 0.174, 0.013], [-0.345, 0.296, 0.006], [-0.066, -0.135, -0.011], [0.192, 0.128, 0.018], [-0.431, -0.356, 0.544], [0.096, 0.100, -0.071]]
}

---

2.
{
  "formula": "C47H55BF4N3P3Si2Zn",
  "method": "ωB97M-V/def2-TZVPD",
  "gap_ev": 6.551,
  "charge": 0,
  "largest_force_ha_per_bohr": 0.0092,
  "lumo_energy_ev": 0.18,
  "e_above_lowest_kj_mol": 151.1,
  "homo_energy_ev": -6.37,
  "species": ["H", "C", "C", "H", "C", "H", "C", "C", "C", "H", "C", "C", "H", "H", "Zn", "H", "H", "C", "C", "H", "C", "H", "H", "C", "Si", "C", "H", "C", "H", "H", "C", "C", "F", "C", "H", "H", "P", "H", "H", "C", "C", "Si", "H", "H", "C", "F", "H", "H", "C", "F", "C", "C", "H", "H", "H", "H", "C", "H", "H", "H", "N", "C", "H", "H", "C", "H", "H", "C", "C", "C", "C", "H", "C", "P", "H", "H", "C", "H", "H", "N", "C", "C", "H", "H", "H", "F", "C", "H", "H", "C", "C", "H", "C", "H", "C", "H", "C", "C", "H", "H", "N", "B", "C", "H", "P", "H", "C", "C", "C", "C", "H", "H", "C", "H", "H", "H"],
  "coordinates": [[-1.77080, -6.60904, -0.91516], [-2.28818, 4.58591, 2.44156], [-1.30182, -2.00097, -4.25611], [-3.64474, -2.42614, -2.32406], [2.15505, 1.34659, -2.58400], [-1.79661, -2.93920, -4.02367], [-4.92110, -0.17396, 4.11292], [-2.12998, 3.05137, 4.23283], [2.87382, -2.61819, -3.07605], [-0.33236, -0.17347, -6.93593], [3.05161, -2.53805, -1.69247], [5.34090, -3.23570, -1.98348], [6.30462, -3.47407, -1.55114], [-3.73821, -0.74726, -1.79999], [-0.58620, 0.20886, -0.13355], [2.34020, 2.87957, -1.08022], [-5.52872, 0.00595, 3.22220], [0.21871, 3.88879, -2.98491], [-0.89477, -1.16622, -3.20789], [-1.59056, 3.48957, 0.16790], [4.91769, 1.58997, -2.84132], [-5.50985, -0.80244, 4.78636], [2.33247, -0.22060, -4.04922], [4.22891, 2.40102, -1.95077], [-3.31186, -1.06349, 3.69417], [0.24191, -5.91409, -0.63367], [1.90589, -2.37336, -3.50605], [5.15469, -3.31865, -3.35458], [0.03841, 3.02394, 0.63996], [-0.81200, 0.67015, 3.79067], [-1.89363, 5.03229, -3.17178], [-3.22178, 2.32327, 2.19392], [1.47556, 1.09603, 0.83309], [-0.56057, 1.46896, 3.09773], [5.97255, -3.61932, -3.99700], [3.72840, -0.63987, 0.62365], [-1.67788, 1.43195, 1.61985], [2.13307, -4.92937, -0.39446], [1.14262, -3.01224, 4.09592], [-3.75383, -2.86521, 3.40584], [2.79876, -1.70772, 3.69105], [-1.43283, -1.60316, -1.43123], [-4.50348, -2.94835, 2.61458], [-3.89574, 1.63427, 2.69557], [4.22933, 0.64954, -3.59382], [3.69493, 1.74488, 1.07066], [0.47825, 1.36835, 2.79411], [-2.26282, 5.42109, 3.14768], [2.11245, -2.01017, 0.99983], [2.00401, 3.30941, 1.14888], [-1.09294, -1.66409, -5.58246], [2.85352, 0.52770, -3.46897], [0.53255, -3.27770, 1.73135], [-0.08673, 4.78403, 3.81623], [3.75716, -3.07980, -4.97054], [-2.68664, -4.37295, -1.33760], [3.18275, -1.19929, 1.37393], [-1.51676, -1.02675, 2.10896], [-3.75192, -2.04287, -0.59923], [-3.02092, -0.68497, 1.32082], [-0.94314, 4.29827, 1.98759], [3.52772, -1.05456, 2.70649], [4.45007, -2.80074, -0.08356], [3.06510, -1.58859, 4.73360], [0.55623, -3.53629, -0.82834], [0.01404, 5.96690, -3.46055], [-2.52815, 2.14762, 4.69369], [-3.31774, -1.72523, -1.55054], [4.29321, -2.85217, -1.15391], [-0.47941, -0.45733, -5.90164], [-2.21889, -0.98353, 5.23162], [-0.13025, 2.66217, 4.71009], [-1.11450, -5.74756, -0.89233], [1.57802, -2.01571, -0.74414], [0.64477, -6.90263, -0.45218], [-1.41873, -2.33242, -6.37006], [-0.97560, 3.17287, 1.01871], [-1.24910, -1.45826, 5.05246], [0.42722, 1.31966, -5.12963], [-0.68034, 2.75705, 3.85715], [-2.42117, -0.39522, 2.19833], [2.85689, 2.27254, -1.81286], [-2.03109, 0.04030, 5.56696], [4.76337, -0.00460, -4.27159], [-2.45607, 5.93720, -3.36249], [2.26420, 1.83384, 2.87347], [1.07565, -4.80781, -0.60236], [-2.09207, 3.86237, 4.96301], [1.29938, 3.91550, -3.03796], [-1.83187, 2.69433, -2.62538], [-0.80110, -3.35401, -1.10739], [4.75890, 3.11231, -1.33173], [3.91295, -3.01404, -3.90090], [0.89060, 3.69339, 2.76942], [-0.24106, 0.02314, -3.54766], [-3.63866, 3.82051, -2.84238], [1.71910, -2.50095, 3.33330], [-0.11388, 3.97363, 3.08458], [5.99264, 1.67783, -2.93494], [-4.16457, -3.33234, 4.30466], [-2.90614, 3.43697, 3.10481], [2.40604, 2.00266, 1.48566], [1.37533, -2.65337, 1.99592], [-4.77289, 0.78569, 4.61472], [0.38948, 1.13183, -2.24032], [-2.69307, -1.50660, 6.06551], [-0.50928, 5.04868, -3.22622], [-2.55666, 3.84627, -2.87645], [-0.05659, 0.37991, -4.88607], [-0.43606, 2.70321, -2.67763], [-2.90385, 4.86421, 1.58736], [-2.35637, 1.77084, -2.39603], [-1.62799, -4.48078, -1.12923], [4.34691, -0.40088, 2.97453], [-3.74479, 2.74092, 1.33127], [-2.88131, -3.44173, 3.09067]],
  "forces_ev_per_angstrom": [[0.008, -0.004, 0.008], [0.008, -0.011, -0.021], [0.034, -0.040, -0.026], [-0.017, 0.004, 0.007], [0.035, -0.028, 0.062], [0.000, 0.009, 0.001], [-0.031, -0.014, 0.000], [0.052, -0.020, -0.024], [0.016, -0.109, 0.019], [0.003, -0.002, 0.001], [-0.023, -0.071, -0.039], [0.002, 0.016, -0.009], [-0.001, -0.003, -0.004], [0.000, -0.003, 0.019], [-0.119, 0.034, -0.398], [-0.002, 0.004, -0.025], [-0.004, -0.011, 0.007], [0.014, 0.007, -0.004], [-0.076, -0.047, -0.052], [-0.023, -0.005, -0.011], [-0.011, -0.005, -0.009], [-0.001, 0.019, 0.011], [0.004, 0.087, -0.005], [0.009, 0.008, 0.014], [0.085, 0.046, 0.004], [-0.045, 0.014, 0.001], [0.016, -0.049, 0.028], [-0.008, 0.018, 0.000], [-0.244, 0.022, 0.043], [-0.026, -0.008, 0.010], [0.016, -0.008, 0.005], [-0.019, 0.028, -0.119], [0.236, 0.062, 0.108], [-0.116, 0.062, 0.011], [-0.002, -0.004, -0.002], [-0.013, -0.009, 0.026], [0.263, -0.090, 0.291], [0.002, -0.004, -0.007], [0.005, 0.010, -0.019], [-0.027, -0.036, 0.014], [-0.016, 0.000, -0.006], [-0.206, 0.119, 0.226], [0.007, -0.008, -0.006], [-0.006, 0.000, 0.027], [0.014, 0.017, 0.002], [-0.095, 0.039, 0.071], [-0.336, -0.064, 0.097], [-0.004, -0.005, 0.006], [-0.082, -0.080, 0.073], [0.467, -0.017, -0.085], [-0.002, -0.005, 0.009], [-0.028, 0.067, -0.021], [-0.046, -0.031, -0.032], [-0.015, 0.026, -0.002], [-0.001, -0.002, -0.008], [0.008, 0.016, 0.015], [0.029, 0.047, -0.002], [-0.018, -0.002, -0.014], [0.005, 0.003, 0.003], [-0.030, 0.007, 0.014], [-0.031, 0.009, -0.033], [0.028, -0.011, 0.023], [0.005, -0.028, -0.052], [0.002, 0.001, 0.006], [0.051, 0.091, -0.016], [-0.005, 0.000, 0.000], [-0.015, -0.016, 0.012], [-0.024, -0.064, -0.074], [0.045, -0.020, 0.010], [0.005, 0.014, 0.005], [0.030, -0.034, 0.015], [0.005, -0.005, -0.005], [0.038, -0.005, -0.005], [0.172, -0.086, 0.029], [0.000, 0.002, -0.008], [-0.001, 0.002, -0.001], [-0.032, -0.009, -0.065], [-0.018, 0.021, 0.002], [0.004, -0.002, 0.003], [-0.038, 0.026, -0.018], [-0.054, 0.003, -0.056], [0.030, 0.024, -0.021], [-0.002, 0.003, 0.017], [-0.004, -0.005, 0.009], [-0.001, -0.004, -0.001], [0.383, 0.067, 0.132], [0.040, 0.003, -0.002], [-0.011, 0.008, -0.008], [-0.012, 0.001, 0.001], [-0.010, -0.010, 0.004], [-0.095, -0.065, -0.003], [0.005, -0.002, 0.001], [-0.008, -0.016, 0.025], [-0.223, 0.116, 0.098], [0.091, 0.026, -0.013], [0.002, 0.002, 0.003], [-0.019, -0.010, 0.028], [0.058, -0.039, 0.131], [0.000, 0.001, -0.003], [-0.003, -0.007, -0.005], [0.010, -0.025, 0.001], [0.005, -0.082, -0.292], [0.058, 0.046, -0.047], [0.008, 0.009, -0.017], [-0.268, 0.089, -0.027], [-0.006, -0.010, -0.003], [-0.002, -0.001, -0.007], [0.002, 0.007, 0.002], [0.038, 0.004, -0.020], [0.043, 0.021, -0.029], [0.002, 0.002, -0.002], [0.006, -0.005, 0.003], [0.037, -0.031, -0.006], [0.007, -0.001, -0.003], [0.012, -0.002, -0.004], [0.014, 0.001, 0.008]]
}